Computed, not measured: a molecular structure, C5H4ClN at a distorted geometry, with the ωB97M-V functional and the def2-TZVPD basis.

* M: 113.547 g mol⁻¹
* 2S+1: 1
* relative energy (zero: lowest compared OMol25 entry of this formula, charge and spin): 2.928 eV
* calculated total energy: -707.71645 Eh
* Kohn-Sham gap: 0.3467 Ha

Last column: Mulliken charge in e.
Element x y z (Å)
1 C -0.33 -0.76 -1.79  0.178
2 C -0.62 1.31 0.35  -0.634
3 C 0.62 0.53 0.35  -0.067
4 C 0.19 -0.72 0.89  -0.248
5 C -0.11 -0.36 -0.50  0.263
6 N -0.57 -0.93 -2.92  -0.473
7 Cl 1.56 -1.98 1.07  -0.239
8 H -1.32 0.97 1.15  0.212
9 H -0.71 2.05 -0.40  0.350
10 H 1.64 0.83 0.06  0.312
11 H -0.35 -0.94 1.76  0.345